Model w:
The following is a quantum chemistry calculation of C40H40IrN5O3S3Si as an isolated structure, from the OMol25 dataset.

Computed properties:
E_HOMO (spin up / spin down) (eV): -10.354 / -10.237
Kohn-Sham gap (spin up / spin down) (eV): 7.6114 / 6.0949
LUMO (spin up / spin down) (eV): -2.74 / -4.14

```
! RIJCOSX wB97M-V def2-TZVPD def2/J DEFGRID3
* xyz 1 2
C -0.34530 -4.31779 -4.54892
H 1.08108 3.26620 5.02911
C -2.62325 0.18787 3.38533
C -1.99016 0.89110 5.57831
S 1.20874 -4.65072 0.93905
C 3.84599 1.03640 2.20394
N -0.78818 -1.65539 -0.68092
H -3.14169 4.24259 -2.18400
H -1.42663 2.37195 2.72241
O 1.18758 -0.84545 -2.43561
C -2.43984 -3.58416 -1.77947
Ir 0.56228 -0.26197 0.43852
C -2.80758 3.44197 -1.53719
H 0.05348 -5.29529 -4.30867
C 5.03622 -0.28622 0.58922
H 4.51919 -0.96446 -2.06590
H 4.29355 -2.39268 -1.05795
H 2.41767 -1.33605 -4.83964
H -1.78568 -0.82717 -5.39079
H -1.25414 0.96979 6.36790
H 3.12203 -4.40788 2.42932
H 2.11271 4.00799 0.97189
O -3.44113 -0.99630 1.23661
H -0.77911 4.37171 -3.13696
C -0.70216 3.15134 2.50124
C -2.71544 -2.23718 -1.95244
C 1.84114 -0.41691 -4.94055
H 3.22672 3.72745 2.31014
H -4.68150 3.17847 -0.57776
S 0.52043 -0.46666 -3.72620
C -0.49562 3.55968 -2.47835
C 0.62577 -3.16743 0.32942
N 1.40144 1.10880 1.73614
N 0.22679 1.47456 -0.80837
H 2.88086 -1.53972 -1.70183
H 3.79869 1.60925 3.11771
C -3.22286 1.81188 0.21514
C 1.11223 2.01752 -1.60900
H -2.84700 -2.86781 -6.32151
H 1.54670 3.49823 -3.11068
H -3.57972 -1.90281 -2.50770
H -0.90810 3.53354 1.49934
H 1.10401 -3.24805 -3.35612
C 3.87855 -1.41346 -1.30440
C -1.97577 -2.95158 -5.68505
H 3.09825 -1.82490 2.12960
H 0.79830 1.53042 4.94966
C -4.24005 1.25164 4.78952
H -0.67045 -0.12448 4.20279
C -1.04674 1.95702 -0.77543
C -1.46483 3.00439 -1.61250
H 2.42859 2.16330 4.74825
C -1.92751 1.35816 0.15706
C 1.33645 -2.09158 0.77850
S -2.21319 -0.65374 1.89799
H -3.53322 1.84005 6.72367
H 2.46119 0.45233 -4.72249
C -1.32863 -3.95460 -1.04921
C -1.65564 0.28859 4.37876
C 1.37737 2.34641 4.51714
C -1.44728 -4.20136 -5.38776
C 2.43442 -3.84189 1.82061
H -2.03875 -0.25131 -1.52230
H 1.89666 4.86434 2.50503
H -4.65744 0.52106 2.80446
C 3.86599 -0.54890 -0.08378
C 2.67236 0.75934 1.47756
C -0.52757 -2.96439 -0.49904
Si 1.04759 2.56225 2.69228
C 0.24883 -3.18194 -4.01962
H -3.91373 1.37373 0.91753
C -3.91564 0.65366 3.58022
N -1.33477 0.37875 0.95879
H -1.89716 -5.08977 -5.81193
H -5.24751 1.60596 4.96283
C -1.86316 -1.30819 -1.39200
C -0.27306 -1.93965 -4.34557
N 2.70588 0.00621 0.36327
H -3.09163 -4.33764 -2.20208
C 2.40046 -2.49360 1.64760
H 2.11140 1.60323 -1.57176
C 5.02132 0.51268 1.73929
C -3.27803 1.37579 5.78004
C 0.78394 3.07948 -2.46930
C 2.18021 3.90726 2.05914
O -1.28160 -1.68707 2.26052
H 1.41268 -0.33353 -5.93903
H 5.94398 0.70781 2.27145
H -1.08018 -4.99577 -0.89240
H 5.95900 -0.71065 0.21956
C -3.65257 2.84964 -0.64276
H -0.86956 3.96567 3.21146
C -1.38788 -1.80939 -5.16035
*
```

Results of the Löwdin charge analysis, in e, for atoms 1 through 5: C -0.065; H 0.046; C -0.294; C -0.063; S 1.092

Model x:
The following is a quantum chemistry calculation of C40H40IrN5O3S3Si as an isolated structure, from the OMol25 dataset.

Computed properties:
E_HOMO (spin up / spin down) (eV): -10.433 / -10.342
Kohn-Sham gap (spin up / spin down) (eV): 7.6352 / 5.5894
LUMO (spin up / spin down) (eV): -2.80 / -4.75

```
! RIJCOSX wB97M-V def2-TZVPD def2/J DEFGRID3
* xyz 1 2
C 0.07630 -1.96548 -5.23809
S -4.12338 0.94145 0.81446
O -2.29639 -1.20684 -1.69065
C -0.61877 0.08400 3.55066
S 1.15812 1.58261 5.19275
H 2.62891 -1.41176 3.13222
C -2.78469 -1.45723 2.89472
C 1.90974 -4.57998 2.20746
C 2.93288 2.91778 -0.54163
H -1.51063 -2.33443 -3.82899
H 4.78146 -0.24941 -2.98021
H 1.17563 0.82529 -2.80123
S -1.04089 -0.49510 -1.64827
C 1.58768 -0.18151 -4.66341
C -2.66380 -0.97668 4.18956
H -1.23192 4.14214 1.52494
Ir 0.89803 -0.01510 1.01705
C -0.62446 -1.75933 -4.05637
H -1.23463 -3.28044 -1.83671
N -0.76811 -0.34972 2.27436
H -5.97402 -0.41379 0.13553
H 5.54921 0.77959 0.80640
H 3.51680 1.83276 2.48224
H -1.43752 0.18251 5.52235
C 5.27434 -0.25712 0.59916
C -1.03280 3.19484 1.02663
H 2.50395 -2.19649 -1.57254
N 2.50997 0.49014 0.01508
H 6.16990 -0.77567 0.25039
C 2.50027 -3.56988 2.91224
C -0.20336 -0.76754 -3.18446
H -5.74473 -0.36840 1.90945
H -3.61373 -2.08135 2.59360
H 2.10317 -5.61631 2.45478
N -0.04867 -1.14373 -0.52738
H 2.86365 5.06070 -0.75082
C 2.32951 4.17402 -0.43740
H -4.18665 0.43223 -2.00932
C 0.89554 0.03079 -3.48319
C -4.83505 3.32484 -0.34673
C -1.57425 -0.19473 4.51830
C 1.51463 0.89143 2.72639
H -1.72945 3.09574 0.19180
Si 3.93063 -0.36667 -0.68489
H -3.40711 -1.21698 4.93779
H -5.33214 4.25915 -3.56180
H 4.96446 -0.71705 1.53985
H -4.75202 1.88803 -3.93680
C 2.60266 2.05358 4.41827
H -4.84058 3.70068 0.66934
H -0.25027 -2.73036 -5.92978
C 1.03831 -4.27970 1.13417
O -1.05997 0.92421 -1.43578
H 5.24876 1.19910 -2.09547
H 3.33815 2.62308 4.96425
C -5.10308 3.62069 -2.71858
C -0.38625 -4.88529 -0.69093
H -1.91403 -1.42136 0.93290
C -0.58952 -3.52817 -1.01251
C -1.83511 -1.10165 1.96083
H 2.43596 0.44203 -4.91493
H 3.17625 -3.76613 3.73190
H -1.23597 2.37785 1.71386
C -4.77992 2.28586 -2.93087
H 4.22598 -2.58786 -1.60807
H 3.93875 2.79326 -0.91308
C -4.47614 1.46506 -1.85600
O -3.93024 1.81032 2.01368
C 0.00957 -2.52292 -0.28266
C 2.20640 -2.23952 2.57482
C 0.41241 -5.27046 0.34623
H 0.57532 -6.31503 0.57550
C 4.42996 0.49747 -2.26561
C 1.18196 -1.18427 -5.53659
C 3.43778 -2.12329 -1.00997
C -4.52247 1.99497 -0.57462
C 2.19122 1.83920 -0.11307
N 1.39430 -1.93580 1.58843
H -6.49622 1.02367 1.07610
H -0.87797 -5.63546 -1.29632
C 0.81505 -2.92248 0.83826
C -5.12636 4.14078 -1.43182
H 3.33927 -2.70151 -0.09034
C 2.66819 1.62688 3.12151
N 0.93098 1.97041 0.37320
H 1.72142 -1.34419 -6.46077
C 0.35253 3.13809 0.50050
H 3.60956 1.03874 -2.73758
C 0.61904 0.79961 3.75878
C -5.76376 0.22238 0.99471
C 1.06188 4.28692 0.07853
H -5.37457 5.18198 -1.27200
H 0.59513 5.25730 0.17230
*
```

Results of the Löwdin charge analysis, in e, for atoms 1 through 5: C -0.058; S 0.882; O -0.305; C -0.267; S 1.070

Which one sits at the bottom of the stability order? model w does.

Model w:
The following is a quantum chemistry calculation of one molecule with the formula C2H3FIN, from the OMol25 dataset.

Computed properties:
E_HOMO (eV): -9.835
Kohn-Sham gap (eV): 9.7224
SMILES: [H]/N=C(\F)CI
LUMO (eV): -0.11

```
! RIJCOSX wB97M-V def2-TZVPD def2/J DEFGRID3
* xyz 0 1
I 2.42310 -0.39078 0.53303
C -0.48975 -0.22195 -0.21485
H -1.06845 -2.04234 -0.92230
H 0.07859 1.24279 1.18246
H 0.77742 1.59560 -0.26086
N -0.34628 -1.36938 -0.66228
C 0.53505 0.64787 0.34355
F -1.90969 0.53819 0.00125
*
```

Results of the Löwdin charge analysis, in e, for atoms 1 through 5: I 0.774; C -0.402; H 0.096; H 0.086; H 0.081

Model x:
The following is a quantum chemistry calculation of one molecule with the formula C2H3FIN, from the OMol25 dataset.

Computed properties:
E_HOMO (eV): -10.134
Kohn-Sham gap (eV): 9.8868
SMILES: [H]/N=C(\I)CF
LUMO (eV): -0.25

```
! RIJCOSX wB97M-V def2-TZVPD def2/J DEFGRID3
* xyz 0 1
H -0.65068 1.68292 -1.90574
H 0.74310 -0.33113 1.34158
F 1.43406 -2.00991 0.07082
H -0.35039 -1.58667 0.54904
C 0.39271 -0.77509 0.34200
I -0.95581 1.61212 1.40691
N -0.34627 0.83263 -1.47855
C -0.26671 0.57513 -0.32606
*
```

Results of the Löwdin charge analysis, in e, for atoms 1 through 5: H 0.075; H 0.024; F -0.225; H 0.107; C -0.093

Which one sits at the bottom of the stability order? model x does.

Model w:
The following is a quantum chemistry calculation of an isolated ion of composition C4H6NO and charge +1, from the OMol25 dataset.

Computed properties:
E_HOMO (spin up / spin down) (eV): -14.982 / -15.277
Kohn-Sham gap (spin up / spin down) (eV): 8.8905 / 9.6200
LUMO (spin up / spin down) (eV): -6.09 / -5.66

```
! RIJCOSX wB97M-V def2-TZVPD def2/J DEFGRID3
* xyz 1 1
C -1.40326 0.28522 0.54251
C 0.19448 2.09125 -0.56116
H 1.94732 0.74298 -0.54491
H -2.15053 -0.42623 0.28990
H -0.47946 -2.06069 0.53688
N 0.07642 -0.07903 0.32561
C 0.18305 -1.45683 -0.04056
O -0.61277 0.10570 1.59744
H 1.22941 -1.66570 0.21867
H -0.04491 -1.61044 -1.11797
H 0.21005 3.11716 -0.86994
C 0.85018 0.95663 -0.37646
*
```

Results of the Löwdin charge analysis, in e, for atoms 1 through 5: C 0.102; C 0.279; H 0.159; H 0.134; H 0.110

Model x:
The following is a quantum chemistry calculation of a 2-piece molecular cluster, C4H6NO overall, from the OMol25 dataset.

Computed properties:
E_HOMO (eV): -16.353
Kohn-Sham gap (eV): 11.1711
LUMO (eV): -5.18

```
! RIJCOSX wB97M-V def2-TZVPD def2/J DEFGRID3
* xyz 1 1
O 0.45904 2.81293 3.31396
H 1.88495 -1.81086 -0.02388
C -1.81940 0.10492 -1.45270
N -0.69223 -0.26586 -1.13975
H -2.42798 -0.60584 -2.08545
H 1.35315 -0.62186 1.16558
H 0.24273 -1.88129 0.69836
H -2.24767 0.91831 -0.90019
C 1.03354 -1.24975 0.33529
H 1.33075 0.20375 -1.34755
C 0.48058 -0.31928 -0.76694
C 0.40254 2.71483 2.20328
*
```

Results of the Löwdin charge analysis, in e, for atoms 1 through 5: O 0.046; H 0.095; C 0.171; N 0.082; H 0.157

Which one sits at the bottom of the stability order? model w does.

Model w:
The following is a quantum chemistry calculation of C37H39IrN8O3 as an isolated structure, from the OMol25 dataset.

Computed properties:
E_HOMO (spin up / spin down) (eV): -15.307 / -15.307
Kohn-Sham gap (spin up / spin down) (eV): 7.6333 / 6.8477
LUMO (spin up / spin down) (eV): -7.67 / -8.46

```
! RIJCOSX wB97M-V def2-TZVPD def2/J DEFGRID3
* xyz 3 6
C 0.71338 3.10569 -2.74232
C -3.87346 2.01654 0.79558
N 2.63900 1.20854 -1.24700
H -1.18902 -3.64806 6.01569
H 1.87446 -1.98674 0.24195
H 3.28312 -0.03281 -4.29575
H 4.75430 3.17753 0.34828
H -3.32971 -4.56388 -3.63213
C -1.20721 3.07004 -4.14684
H 2.26578 -3.21497 -1.88011
C -1.65182 -1.57356 -3.81608
C -1.74816 1.78381 1.70175
C -0.20762 -1.69960 3.48218
H 2.01873 2.18238 5.37160
C -1.28860 2.40639 -1.85355
H 5.83635 2.14169 -1.62535
N -0.89674 -2.54120 4.28049
H -4.02873 2.43270 -1.30992
C 1.21273 2.04458 4.66521
H -2.95196 -3.14310 4.29998
H 3.88120 -0.59349 3.65355
H -1.72812 -4.17670 -2.94993
C 1.19007 -1.88191 -0.58961
N 4.52334 1.38731 1.35704
C 4.88604 1.68831 -1.87385
H -0.21834 -0.71691 0.57284
C -2.19069 -2.54454 3.83168
C -0.36306 -3.33210 5.38497
H 1.76236 3.30834 -2.57054
C 2.46982 0.58215 -2.41781
C 4.03291 2.36424 0.39312
N 0.52090 1.91259 2.38461
C 0.07508 -1.03852 -0.43603
H 0.73155 3.77707 -4.77411
H -0.34385 1.86086 6.13839
H 5.47963 -0.42409 2.90550
H 4.32903 -1.63840 2.30878
H -2.07855 -0.57508 -3.90907
C 1.47701 2.04592 3.31044
C -3.12418 1.85580 1.92117
C -2.43620 -3.95602 -3.74388
H 0.31627 -2.72353 5.97690
H -3.55457 1.81275 2.91072
C -2.21987 -1.69196 2.76864
H -4.50220 -2.86151 -2.40179
N 0.02556 2.62319 -1.70738
H -1.98742 -4.11707 -4.72066
Ir 0.94194 1.43130 0.18541
H -1.20316 -1.85665 -4.76770
H 3.09208 2.79688 0.75274
C 4.70381 1.04872 -3.08881
H 1.48662 0.16679 -2.59297
C -1.09474 1.75672 4.13418
C -0.09853 1.87818 5.08522
H -2.99253 2.39749 -3.16341
C -0.74721 1.78938 2.79394
H -3.06695 -1.42733 2.15655
H 5.51027 0.99600 -3.80768
C -0.76739 -0.97311 -1.51767
H -2.12354 1.63659 4.43743
C 3.83838 1.74826 -0.96928
C -0.64538 -1.65447 -2.70735
O -5.29317 -0.78056 -0.26638
N -1.23364 1.83119 0.46963
C -2.01121 2.08251 -0.59218
C -3.59675 -2.26179 -2.36820
C 1.40335 -2.57200 -1.77283
C 0.49235 -2.46569 -2.81858
C 3.79698 0.33278 1.75732
C -3.39206 2.18736 -0.47292
C 3.47116 0.47826 -3.36250
H 0.66116 -3.02368 -3.73398
H -3.46357 -2.31400 -4.40354
H -1.69019 3.24031 -5.09947
H 0.15796 -4.21050 5.00988
C -6.02091 -0.45028 0.58187
H -2.97922 -2.55203 -1.52326
H -3.84435 -1.20567 -2.31281
H 0.84623 -1.51243 3.61999
C 0.13616 3.35888 -3.97527
N -2.82977 -2.51515 -3.62810
C 4.42968 -0.63191 2.71180
O 2.62841 0.16177 1.37590
N -0.97019 -1.15674 2.55657
C -1.93378 2.59000 -3.06650
H 5.48431 1.44303 1.65585
O -6.74443 -0.09334 1.40225
H 2.48325 2.19227 2.94748
*
```

Results of the Löwdin charge analysis, in e, for atoms 1 through 5: C -0.111; C 0.139; N -0.039; H 0.099; H 0.110

Model x:
The following is a quantum chemistry calculation of C37H39IrN8O3 as an isolated structure, from the OMol25 dataset.

Computed properties:
E_HOMO (spin up / spin down) (eV): -14.321 / -16.219
Kohn-Sham gap (spin up / spin down) (eV): 6.1636 / 6.7526
LUMO (spin up / spin down) (eV): -8.16 / -9.47

```
! RIJCOSX wB97M-V def2-TZVPD def2/J DEFGRID3
* xyz 3 6
H 4.32905 -3.05657 -0.43601
C 1.91582 1.59620 -1.31789
C -1.01716 0.36361 -3.75155
H 2.61471 -2.02482 -1.88823
C -5.23339 3.77709 -0.39541
C -1.86596 1.29276 0.61628
H -2.52020 3.82027 -2.37638
C 0.63427 3.53859 -2.77045
N -0.51866 -0.00794 -4.94001
C -3.82730 1.71132 -1.02456
N -4.24501 3.15980 -1.32855
H 0.80050 -1.60249 -5.51797
C -1.04935 -1.38231 2.84543
C 0.70507 -3.91777 -0.04871
H -1.83630 0.69785 -6.41726
H -2.04740 -0.99555 2.67351
C -4.11658 1.53338 1.43540
H -0.36781 1.66800 -6.19757
C 0.23546 -1.34725 -3.38270
H -1.97072 -4.45480 -1.52868
H -6.11368 3.14677 -0.30184
C 2.53523 0.59909 -0.49366
C -3.67049 1.60661 2.74188
H -4.72668 1.10952 -1.15698
H -1.06760 -3.68010 1.08936
C -2.30726 1.65953 2.98181
H 3.88668 -1.98011 1.94290
C 3.33878 -2.94292 0.01291
H 2.56496 4.00987 -3.61384
N 1.68964 -0.10295 0.29594
Ir -0.50623 0.10004 -0.44810
C -0.75804 -4.18303 0.16978
H -0.91182 -5.25035 0.32918
C 1.48134 -2.29017 3.21331
H 2.50197 -2.60562 3.36458
C -2.16359 -2.52983 -1.02487
C 1.12612 -1.49805 2.11983
C -3.20369 -2.36956 -2.09538
C -0.77827 -2.16917 3.96203
H -2.44307 3.98583 -0.59879
H -0.28292 0.09999 -7.00970
H -0.36346 1.45008 2.14200
H -1.09378 2.77266 -1.77472
C 2.95083 -4.18092 0.75390
N -0.58203 -0.42098 -2.77609
N 0.56369 1.72170 -1.21181
H 0.77228 -3.23973 5.00159
C -1.42386 1.46897 1.92813
H -4.71890 3.11957 -2.23166
C 0.28430 -1.09403 -4.72145
C 3.46856 -1.65066 0.99119
C 2.08929 -1.03259 1.13020
H -4.38243 1.66011 3.55465
H -1.71927 1.17293 -3.64700
H -3.79683 -3.27392 -2.21892
C 2.32368 -2.64711 -1.04542
H -1.93353 1.79984 3.98788
H -1.56023 -2.39361 4.67429
N 1.08309 -3.03342 -0.98583
O 7.37301 -0.63640 -0.79425
C 3.95488 0.38398 -0.39021
C 4.32588 -0.64901 0.35491
N -0.13299 -1.05812 1.94951
H 4.66713 1.05581 -0.85082
O -1.84712 -1.56418 -0.28330
C 2.64457 2.40796 -2.19499
H -3.42894 5.09539 -1.56929
H 1.37479 -5.48383 1.30660
C 1.67507 -4.61774 0.72886
H 3.71058 2.26738 -2.28953
C -0.76829 0.65546 -6.21322
H -2.72070 -2.14558 -3.04839
C -0.02988 2.68862 -1.91635
H -5.18256 1.50202 1.25070
C 0.51366 -2.63220 4.14487
H -3.86206 -1.54380 -1.83810
H 3.71290 -4.69574 1.32655
H 0.68264 -2.15567 -2.83309
H -4.77786 3.93155 0.57530
H -3.11079 1.43754 -1.79848
C -3.23270 1.48864 0.34788
N -1.64829 -3.74488 -0.88902
C 2.00823 3.37892 -2.93444
O 6.94916 -2.33969 0.72996
H 0.09578 4.30424 -3.31162
C -3.07885 4.07020 -1.47820
C 7.17028 -1.48877 -0.03273
H -5.53859 4.73965 -0.80050
*
```

Results of the Löwdin charge analysis, in e, for atoms 1 through 5: H 0.150; C -0.181; C -0.175; H 0.124; C 0.020

Which one sits at the bottom of the stability order? model x does.